{"formula": "C30H44F5N9OPSe2Ti", "method": "the ωB97M-V functional and the def2-TZVPD basis", "symbols": ["Ti", "C", "Se", "C", "C", "Se", "C", "H", "H", "H", "H", "H", "H", "H", "H", "H", "H", "N", "C", "N", "N", "N", "N", "C", "N", "N", "N", "N", "H", "F", "C", "C", "C", "F", "C", "F", "C", "F", "C", "F", "O", "P", "C", "C", "C", "C", "C", "C", "C", "C", "C", "C", "C", "C", "C", "C", "C", "C", "C", "C", "H", "H", "H", "H", "H", "H", "H", "H", "H", "H", "H", "H", "H", "H", "H", "H", "H", "H", "H", "H", "H", "H", "H", "H", "H", "H", "H", "H", "H", "H", "H", "H", "H"], "positions_angstrom": [[1.62755, 0.03382, -1.25606], [2.65708, 1.84212, 4.65277], [3.02294, 0.88842, 3.00435], [2.10918, -0.76704, 3.46212], [2.66284, -1.93104, 2.66581], [2.00083, -2.15346, 0.82799], [3.40344, -3.42175, 0.38371], [1.58676, 1.96465, 4.80034], [3.11784, 2.82218, 4.55217], [3.10024, 1.32061, 5.49714], [1.02874, -0.66336, 3.33945], [2.30338, -0.95712, 4.51833], [2.38615, -2.87297, 3.13942], [3.74981, -1.87972, 2.61331], [3.35175, -4.23038, 1.10889], [4.36701, -2.92399, 0.42728], [3.21046, -3.80191, -0.61167], [2.71652, -0.43708, -4.48363], [2.43008, -1.53901, -3.73627], [2.58145, -2.77898, -4.12451], [2.13832, -3.52184, -3.08644], [1.74048, -2.79972, -2.12214], [1.92014, -1.47973, -2.47992], [2.31236, 0.81052, -4.11009], [2.42849, 1.90247, -4.81522], [1.88043, 2.87152, -4.03908], [1.45529, 2.41546, -2.93544], [1.70544, 1.05521, -2.92444], [3.09127, -0.56835, -5.41117], [4.78383, -0.97811, -1.01708], [4.62350, 0.25980, -0.52316], [3.37098, 0.84956, -0.54504], [3.27429, 2.13878, -0.05919], [2.06403, 2.72790, -0.03494], [4.34905, 2.82113, 0.47421], [4.20372, 4.03572, 0.99200], [5.58601, 2.19541, 0.49420], [6.63208, 2.81780, 1.00674], [5.72926, 0.90750, -0.00933], [6.91842, 0.31802, 0.01431], [0.09245, 0.30385, -0.27923], [-1.43023, 0.25503, 0.15192], [-2.36871, 1.25148, -1.05142], [-1.76570, 1.35580, -2.45642], [-2.02549, 0.13467, -3.32317], [-3.52508, -0.13270, -3.43157], [-4.18339, -0.25726, -2.05819], [-3.87356, 0.92715, -1.14522], [-1.52070, 0.98211, 1.81608], [-2.91951, 1.46690, 2.26304], [-3.27950, 2.88390, 1.81332], [-2.17530, 3.89106, 2.12278], [-0.83198, 3.44420, 1.55582], [-0.45940, 2.06449, 2.08266], [-1.77243, -1.50951, 0.37497], [-1.48858, -2.42716, -0.81886], [-1.35383, -3.88101, -0.33466], [-2.23488, -4.16627, 0.88981], [-3.49258, -3.30735, 0.84688], [-3.13605, -1.82517, 1.03535], [-2.26147, 2.24011, -0.59641], [-0.71273, 1.62004, -2.41076], [-2.25281, 2.22274, -2.91543], [-1.51296, -0.74051, -2.90950], [-1.59683, 0.29620, -4.31404], [-3.71216, -1.03558, -4.01470], [-3.98933, 0.69254, -3.98038], [-3.86756, -1.19056, -1.58553], [-5.26665, -0.33379, -2.16846], [-4.32394, 0.78588, -0.16104], [-4.34243, 1.82442, -1.56026], [-1.26261, 0.11468, 2.43670], [-2.89803, 1.45019, 3.35694], [-3.70060, 0.76223, 1.97461], [-4.20253, 3.17372, 2.31864], [-3.51174, 2.90780, 0.74572], [-2.08052, 3.99856, 3.20845], [-2.44847, 4.87342, 1.73617], [-0.04702, 4.14973, 1.83280], [-0.85143, 3.44989, 0.46083], [-0.37484, 2.12856, 3.17322], [0.51770, 1.74955, 1.72157], [-0.99010, -1.73621, 1.11578], [-0.56955, -2.14147, -1.33385], [-2.29334, -2.34556, -1.54888], [-0.30791, -4.09107, -0.10859], [-1.63397, -4.54237, -1.15575], [-1.68738, -3.95070, 1.81402], [-2.48636, -5.22556, 0.93046], [-4.20620, -3.60249, 1.61605], [-3.99616, -3.44948, -0.11358], [-3.07251, -1.59891, 2.10233], [-3.93452, -1.20325, 0.62926]], "lowdin_charge": [1.07, -0.38, 1.00, -0.54, -0.52, 0.99, -0.33, 0.02, 0.03, 0.03, 0.06, 0.08, 0.08, 0.07, 0.04, 0.03, 0.01, 0.19, -0.41, 0.09, -0.01, -0.08, -0.09, -0.42, 0.09, -0.01, -0.02, -0.10, 0.17, 0.08, -0.23, -0.13, -0.30, 0.07, -0.18, 0.14, -0.13, 0.16, -0.14, 0.15, -0.45, 1.00, -0.32, -0.18, -0.18, -0.18, -0.18, -0.17, -0.33, -0.17, -0.19, -0.18, -0.18, -0.20, -0.35, -0.20, -0.17, -0.18, -0.18, -0.17, 0.10, 0.06, 0.14, 0.09, 0.12, 0.12, 0.12, 0.08, 0.12, 0.09, 0.13, 0.11, 0.13, 0.09, 0.12, 0.09, 0.12, 0.12, 0.12, 0.11, 0.12, 0.05, 0.10, 0.06, 0.10, 0.08, 0.12, 0.11, 0.12, 0.12, 0.12, 0.12, 0.09], "homo_lumo_gap_ev": 6.522, "total_charge": 1, "homo_ev": -11.13, "energy_ev": -223961.522, "relative_energy_ev": 0.4956}



{"formula": "C30H44N11S2Ti", "method": "the ωB97M-V functional and the def2-TZVPD basis", "symbols": ["Ti", "C", "C", "N", "C", "C", "S", "C", "C", "N", "H", "H", "H", "H", "H", "H", "H", "H", "H", "H", "H", "H", "H", "H", "N", "C", "N", "C", "N", "C", "C", "N", "C", "C", "N", "H", "H", "H", "H", "H", "C", "C", "C", "C", "C", "C", "C", "C", "C", "C", "N", "C", "C", "C", "C", "C", "N", "H", "H", "H", "H", "H", "H", "H", "H", "H", "H", "H", "H", "H", "H", "H", "H", "H", "C", "N", "C", "S", "N", "C", "H", "H", "H", "H", "H", "H", "H", "H"], "positions_angstrom": [[-0.34644, 0.49512, -0.22311], [1.63293, 1.68826, -2.56877], [1.91323, 0.17426, -2.57116], [1.99332, -0.38224, -1.21648], [3.37245, -0.38091, -0.70839], [3.49465, -0.08213, 0.77537], [2.47382, 1.29604, 1.32389], [2.84296, 2.60531, 0.12173], [1.59267, 3.13520, -0.56973], [0.85890, 2.14956, -1.38972], [1.07699, 1.92455, -3.47623], [2.56578, 2.25326, -2.62232], [2.83886, 0.00225, -3.12977], [1.12591, -0.32802, -3.11451], [1.65458, -1.33994, -1.19843], [3.94236, 0.35248, -1.27881], [3.84965, -1.34850, -0.88924], [4.54017, 0.08855, 1.03425], [3.13760, -0.92998, 1.36163], [3.57200, 2.23949, -0.59929], [3.31578, 3.43629, 0.64281], [1.88411, 3.99642, -1.18097], [0.90182, 3.49932, 0.19137], [0.04831, 2.65161, -1.74166], [-0.39583, 2.24948, 3.82734], [-0.44904, 2.55117, 2.52965], [-0.44711, 1.43614, 1.83295], [-0.40901, 0.45597, 2.79351], [-0.37400, 0.92651, 4.01994], [-0.51812, -0.92529, 2.39220], [-0.70386, -1.96535, 3.29316], [-0.95534, -3.20335, 2.89915], [-1.03140, -3.39664, 1.58016], [-0.86315, -2.37588, 0.66787], [-0.59940, -1.11512, 1.05123], [-0.39030, 2.87228, 4.61841], [-0.50246, 3.55726, 2.14892], [-0.65534, -1.76737, 4.35741], [-1.23690, -4.40149, 1.23585], [-0.94218, -2.55488, -0.39375], [-1.32029, 4.40601, -1.42258], [-2.66797, 4.60257, -0.72444], [-3.09411, 3.68546, 0.41752], [-3.73190, 4.31511, 1.48948], [-4.29888, 3.60458, 2.52936], [-4.29951, 2.22158, 2.47801], [-3.68189, 1.54782, 1.43388], [-3.88527, 0.05922, 1.32907], [-5.25439, -0.26199, 0.72121], [-3.01318, 2.28152, 0.43522], [-2.22435, 1.56058, -0.50743], [-2.67054, 1.38081, -1.71175], [-2.02628, 0.45618, -2.57090], [-2.43258, -0.03255, -3.81605], [-1.70752, -1.20583, -4.02600], [-0.90978, -1.38766, -2.89535], [-1.07153, -0.38542, -2.01184], [-0.50447, 4.37045, -0.69861], [-1.13112, 5.24979, -2.08788], [-1.29942, 3.50865, -2.03641], [-3.46135, 4.59262, -1.47841], [-2.67823, 5.61629, -0.32162], [-3.79003, 5.39798, 1.49452], [-4.77518, 4.12593, 3.35009], [-4.80337, 1.64757, 3.24850], [-3.81142, -0.39274, 2.32155], [-3.11927, -0.38903, 0.70780], [-6.05950, 0.17804, 1.31145], [-5.41223, -1.34061, 0.67397], [-5.32720, 0.13739, -0.29295], [-3.57501, 1.88110, -2.05740], [-3.18116, 0.40103, -4.46256], [-1.76445, -1.86228, -4.88031], [-0.21830, -2.19772, -2.70129], [5.47205, -5.65167, 1.24815], [4.18368, -4.97360, 1.28782], [3.40102, -4.59710, 0.26536], [2.19924, -3.44415, 0.53654], [3.56897, -5.10215, -0.97871], [3.99178, -6.45410, -1.34715], [6.02499, -5.38035, 2.14330], [6.04938, -5.32774, 0.38390], [5.37120, -6.73706, 1.23429], [3.91987, -4.54431, 2.15805], [2.90450, -4.69534, -1.61654], [4.84675, -6.78110, -0.77549], [4.27677, -6.44917, -2.39666], [3.18245, -7.17434, -1.20722]], "mulliken_spin": [1.47, 0.02, 0.00, 0.03, 0.00, 0.00, 0.00, 0.00, 0.05, 0.01, 0.00, 0.00, 0.00, -0.01, 0.00, 0.00, 0.00, 0.00, 0.00, 0.00, 0.00, 0.01, -0.03, -0.02, 0.00, 0.04, -0.03, 0.01, 0.02, 0.13, -0.02, 0.11, -0.01, 0.19, -0.17, 0.00, 0.00, 0.00, 0.00, -0.01, 0.02, 0.00, -0.02, 0.00, 0.00, 0.00, -0.02, 0.05, 0.00, 0.00, -0.02, 0.01, 0.06, 0.01, 0.00, 0.05, 0.05, 0.00, 0.00, -0.01, 0.00, 0.00, 0.00, 0.00, 0.00, 0.00, 0.02, 0.00, 0.00, 0.00, 0.00, 0.00, 0.00, 0.00, 0.00, 0.00, 0.00, 0.01, 0.00, 0.00, 0.00, 0.00, 0.00, 0.00, 0.00, 0.00, 0.00, 0.00], "homo_lumo_gap_ev": [5.889, 7.795], "multiplicity": 3, "s2": 2.02, "total_charge": 1, "homo_ev": [-8.28, -10.25], "energy_ev": -92998.328, "relative_energy_ev": 0.3920}



{"formula": "C30H45B3F3N2O21PS2", "method": "the ωB97M-V functional and the def2-TZVPD basis", "symbols": ["N", "P", "O", "O", "B", "O", "B", "N", "C", "S", "O", "B", "S", "O", "O", "C", "F", "F", "F", "O", "H", "H", "H", "O", "C", "O", "C", "C", "C", "H", "H", "H", "H", "H", "H", "O", "C", "O", "C", "C", "C", "H", "H", "H", "H", "H", "H", "O", "C", "O", "C", "C", "C", "H", "H", "H", "H", "H", "H", "O", "C", "O", "C", "C", "C", "H", "H", "H", "H", "H", "H", "O", "C", "O", "C", "C", "C", "H", "H", "H", "H", "H", "H", "O", "C", "O", "C", "C", "C", "H", "H", "H", "H", "H", "H", "O", "C", "O", "C", "C", "C", "H", "H", "H", "H", "H", "H"], "positions_angstrom": [[-4.75482, -3.22150, 0.11327], [-3.86582, -3.15438, -1.16229], [-2.55127, -4.05716, -1.18345], [-4.68158, -3.51536, -2.47260], [-3.35801, -1.32610, -1.11981], [-4.29458, -0.31597, -1.07225], [-4.23035, 0.31796, 0.16280], [-5.44661, 0.70003, 0.82926], [-5.61961, 0.27949, 1.95902], [-5.90801, -0.21238, 3.39744], [-2.96267, 0.53852, 0.73110], [-2.01720, -0.36368, 0.34409], [-0.62847, -0.98125, 1.50423], [0.50382, -0.09180, 1.47436], [-0.38017, -2.35819, 1.16155], [-1.24306, -1.02328, 3.27848], [-0.21757, -0.76818, 4.06749], [-2.21032, -0.13482, 3.47470], [-1.70269, -2.23437, 3.55418], [-2.02686, -0.94313, -0.88775], [-4.45401, -3.86970, 0.83130], [-2.37325, -4.45930, -0.32171], [-4.14548, -3.57281, -3.27864], [-9.68147, -1.61023, -3.15501], [-9.03739, -0.62574, -2.93561], [-9.60590, 0.52267, -2.49610], [-8.61985, 1.57573, -2.42029], [-7.28294, 0.85566, -2.31422], [-7.54475, -0.41823, -3.11620], [-8.69163, 2.18223, -3.32111], [-8.84327, 2.20141, -1.56148], [-6.44929, 1.45040, -2.68285], [-7.08039, 0.59251, -1.27511], [-7.33859, -0.27722, -4.17854], [-6.99348, -1.27866, -2.74591], [2.40100, -4.81211, -2.68815], [2.75376, -4.02228, -1.86029], [3.88155, -3.28997, -2.00294], [4.13137, -2.49850, -0.81830], [2.76407, -2.37199, -0.15356], [2.09030, -3.68911, -0.53825], [4.86829, -3.01091, -0.20590], [4.53678, -1.53450, -1.11718], [2.81978, -2.19182, 0.91103], [2.20978, -1.54645, -0.60384], [2.31180, -4.48788, 0.16917], [1.01581, -3.59360, -0.66237], [4.83235, -2.25515, 2.10659], [4.56991, -3.25004, 2.72138], [3.82545, -4.24729, 2.20469], [3.57860, -5.26342, 3.19596], [4.69485, -5.09557, 4.22043], [4.95512, -3.59071, 4.15158], [2.58959, -5.08762, 3.62297], [3.58257, -6.23250, 2.70463], [4.42412, -5.45993, 5.20839], [5.58242, -5.63752, 3.89279], [4.30533, -3.02677, 4.82270], [5.99073, -3.32440, 4.34133], [-9.33697, 4.48015, -4.03832], [-10.48298, 4.23635, -3.79638], [-10.87738, 3.72207, -2.60812], [-12.28663, 3.42820, -2.63399], [-12.85966, 4.31248, -3.73596], [-11.68464, 4.39640, -4.70920], [-12.40707, 2.36404, -2.84416], [-12.70231, 3.64355, -1.65318], [-13.77450, 3.91424, -4.16861], [-13.07826, 5.30431, -3.33831], [-11.68073, 3.57197, -5.42377], [-11.63047, 5.34054, -5.24292], [10.98601, -0.61574, 4.27819], [9.91537, -0.54206, 3.74822], [8.75913, -0.64868, 4.44057], [7.63307, -0.62865, 3.54193], [8.14005, 0.05662, 2.27969], [9.61122, -0.35867, 2.27129], [7.32163, -1.65675, 3.35391], [6.81392, -0.09443, 4.01546], [7.58472, -0.23045, 1.39013], [8.06459, 1.13897, 2.39043], [9.76846, -1.31478, 1.76981], [10.26803, 0.39061, 1.83795], [13.68833, 5.29219, 2.49917], [13.37153, 4.31268, 3.10519], [12.64024, 3.31789, 2.54696], [12.31857, 2.31700, 3.53072], [13.36997, 2.47493, 4.62138], [13.65998, 3.97472, 4.55837], [11.30848, 2.50878, 3.90076], [12.34076, 1.33808, 3.06136], [13.03105, 2.12054, 5.59168], [14.26596, 1.91488, 4.35249], [12.97935, 4.55381, 5.18426], [14.68628, 4.22737, 4.80750], [-4.99821, 0.93545, -5.23103], [-4.42191, 1.94707, -4.95969], [-5.06916, 3.03702, -4.48798], [-4.16037, 4.14136, -4.34506], [-2.77762, 3.50620, -4.23348], [-2.94021, 2.25254, -5.09413], [-4.25495, 4.77913, -5.22587], [-4.44637, 4.71311, -3.46636], [-1.97646, 4.16910, -4.55200], [-2.58579, 3.21913, -3.19860], [-2.72504, 2.44264, -6.14646], [-2.34681, 1.41094, -4.74902]], "lowdin_charge": [-0.10, 0.52, -0.12, -0.11, -0.50, 0.29, -0.63, 0.25, -0.75, 0.83, 0.31, -0.54, 0.84, -0.27, -0.28, -0.68, 0.17, 0.15, 0.15, 0.28, 0.00, 0.09, 0.10, 0.11, -0.48, 0.02, -0.14, -0.14, -0.06, 0.11, 0.12, 0.10, 0.10, 0.13, 0.12, 0.11, -0.49, 0.02, -0.14, -0.16, -0.07, 0.11, 0.12, 0.09, 0.12, 0.12, 0.11, 0.11, -0.47, 0.01, -0.14, -0.14, -0.06, 0.13, 0.13, 0.12, 0.12, 0.14, 0.11, 0.11, -0.49, 0.01, -0.14, -0.15, -0.07, 0.13, 0.12, 0.11, 0.12, 0.13, 0.12, 0.11, -0.49, 0.03, -0.15, -0.14, -0.07, 0.10, 0.13, 0.12, 0.12, 0.13, 0.12, 0.12, -0.49, 0.02, -0.17, -0.15, -0.07, 0.13, 0.11, 0.12, 0.12, 0.13, 0.12, 0.12, -0.49, 0.02, -0.15, -0.15, -0.07, 0.13, 0.13, 0.12, 0.11, 0.13, 0.12], "homo_lumo_gap_ev": 8.979, "homo_ev": -9.62, "energy_ev": -118968.053}